276
Properties=species:S:1:pos:R:3:mulliken_charge:R:1 method="wB97M-V/def2-TZVPD" e_lumo_ha=-0.0068 gap_ev=9.50 total_charge=0
C 2.65139 -3.73496 7.97991 -0.7481
C 1.09374 -3.96398 7.96863 -0.7166
C 0.60581 -4.01165 6.50050 -0.5255
S 1.74033 -2.90188 5.55171 1.2390
O 1.01810 -1.60766 5.34471 -0.4203
O 2.33593 -3.66211 4.46085 -0.7223
C 3.01506 -2.73949 6.88056 -0.3249
H 3.28141 -4.62175 7.91075 0.3217
H 3.02317 -3.31396 8.91406 0.3971
H 0.49303 -3.25549 8.53897 0.3488
H 0.77934 -4.75501 8.64945 0.4354
H -0.39805 -3.62978 6.31463 0.0028
H 0.74336 -4.99003 6.04012 0.4113
H 2.74002 -1.75567 7.26075 0.1428
H 4.03398 -2.68017 6.49796 0.2174
C 2.04211 -1.15507 -4.40233 -0.3981
C 0.85113 -0.93268 -3.57072 1.8518
C -0.33526 -0.58329 -4.51309 0.5262
S 0.25856 -0.28893 -6.21084 1.0552
O 0.64711 1.08978 -6.42245 -0.6756
O -0.66578 -1.00004 -7.11634 -0.7348
C 1.75561 -1.29554 -5.90252 -0.2071
H 2.66206 -2.00652 -4.12161 0.5479
H 2.72384 -0.30707 -4.33722 -0.3009
H 1.16953 -0.06876 -2.98731 -0.9306
H 0.56016 -1.70606 -2.85986 -0.0628
H -0.88164 0.32709 -4.26659 -0.3699
H -1.03303 -1.41447 -4.41136 -0.3804
H 2.53193 -0.96961 -6.59476 0.7413
H 1.42508 -2.30295 -6.15547 -0.8047
C -2.30420 -1.82574 4.71979 -0.0805
C -2.22438 -0.39216 5.12612 0.7059
C -3.53978 0.05584 5.73348 -0.9675
S -4.85736 -0.95304 4.87756 1.1418
O -5.64017 -0.08708 3.98715 -0.5830
O -5.49358 -1.83279 5.85296 -0.7186
C -3.68570 -1.97672 3.90504 -0.3722
H -2.46985 -2.52149 5.54233 0.1280
H -1.44149 -2.02977 4.08558 -0.0623
H -1.87203 0.29169 4.35392 -0.6037
H -1.51867 -0.28886 5.95038 0.3239
H -3.70110 1.12628 5.60613 0.3055
H -3.58118 -0.15052 6.80297 0.5170
H -3.67554 -1.36310 3.00422 -0.3318
H -4.18737 -2.90230 3.62269 0.6784
C -2.91722 2.25781 -2.79430 1.7959
C -1.63484 3.10278 -3.05713 0.4706
C -1.49765 3.32767 -4.60224 -0.3570
S -3.10668 2.71524 -5.36954 1.0158
O -3.01991 1.29251 -5.77869 -0.4357
O -3.81661 3.75817 -6.11714 -0.7952
C -3.95877 2.74260 -3.76196 -0.9735
H -3.14179 2.16185 -1.73201 -0.5511
H -2.79899 1.22815 -3.13185 -1.0390
H -0.69417 2.65796 -2.73251 -0.9004
H -1.75455 4.06491 -2.55905 0.7990
H -0.65062 2.89735 -5.13653 -0.2519
H -1.39933 4.36491 -4.92252 0.5671
H -4.85009 2.11572 -3.78781 0.2855
H -4.21580 3.78494 -3.57337 0.4376
C 3.56616 4.10375 -6.23729 -0.8995
C 4.70121 3.17197 -5.90017 -0.5884
C 4.89155 3.36442 -4.35835 -1.0199
S 3.15524 3.68768 -3.64208 0.9914
O 3.21928 4.97805 -2.96330 -0.7623
O 2.53916 2.51058 -3.01773 0.0014
C 2.40693 3.94687 -5.26940 -0.1421
H 3.04492 3.90001 -7.17266 0.4146
H 4.00376 5.09819 -6.32496 0.3292
H 5.56507 3.36096 -6.53746 0.3863
H 4.44583 2.13543 -6.12033 0.1959
H 5.36476 4.34247 -4.27127 0.4494
H 5.31577 2.48957 -3.86563 0.4327
H 1.63464 4.71276 -5.19822 0.6434
H 1.91508 2.99661 -5.47725 -0.2280
C 3.57076 2.18670 4.47881 -0.6485
C 2.16427 1.99389 3.95364 1.6386
C 1.22121 2.11679 5.12157 -0.3183
S 2.24068 1.98052 6.70209 1.0800
O 1.84157 0.90176 7.52161 -0.5954
O 2.35544 3.28789 7.27108 -0.7267
C 3.81539 1.60123 5.88269 -0.2621
H 3.83981 3.24288 4.49338 0.3565
H 4.20834 1.78885 3.68932 0.1708
H 2.00827 1.02649 3.47626 -1.2359
H 1.84132 2.65073 3.14595 -0.3266
H 0.54340 1.26332 5.10523 -0.2845
H 0.61285 3.02028 5.16281 0.6551
H 4.00428 0.52904 5.82949 -0.1619
H 4.65413 2.09294 6.37548 0.5333
C 5.22296 3.90174 -0.36084 1.2132
C 6.70163 3.96257 0.07632 -0.5616
C 7.12432 5.39958 -0.25985 -0.8946
S 5.77866 6.58278 0.28377 1.1602
O 5.49202 7.53376 -0.74558 -0.6430
O 6.12021 7.04714 1.65173 -0.6668
C 4.50193 5.18913 0.15439 -0.7803
H 4.76255 2.97954 -0.00635 -0.5363
H 5.25867 3.75923 -1.44089 -0.5451
H 7.39901 3.20730 -0.28608 0.3965
H 6.74593 3.81813 1.15580 0.2137
H 7.06237 5.36858 -1.34765 0.2892
H 8.02624 5.90821 0.08064 0.5165
H 3.50779 5.57580 -0.06981 0.5379
H 4.29319 5.02417 1.21142 0.2899
C -4.49955 3.24873 3.07534 -0.8855
C -3.38481 2.30662 2.55015 0.7401
C -3.29065 2.56778 1.08625 0.5488
S -3.32308 4.39296 1.00179 1.0952
O -3.95668 4.84591 -0.21916 -0.7151
O -2.06506 4.93509 1.45956 -0.3648
C -4.50971 4.54630 2.41876 -0.8496
H -4.24839 3.40988 4.12369 0.3108
H -5.43428 2.68805 3.07690 0.3733
H -3.48659 1.24632 2.78145 -0.3785
H -2.43744 2.56184 3.02495 -0.1140
H -4.16967 2.17621 0.57429 0.2312
H -2.38627 2.35933 0.51464 -0.7649
H -5.47260 4.73589 1.94442 0.3230
H -4.28806 5.44138 2.99996 0.3981
C -4.88070 -10.62564 -2.10069 -0.8097
C -3.68678 -11.42850 -1.60995 -0.2331
O -3.19783 -10.91839 -0.40966 -0.3490
P -2.11688 -9.62040 -0.26788 0.7572
O -1.07221 -9.45077 -1.34792 -0.7047
O -1.43664 -9.89280 1.17526 -0.2863
C -2.21802 -10.10505 2.34730 -0.0587
C -1.36773 -9.87577 3.60561 -1.2347
O -3.05122 -8.34892 -0.05943 -0.1603
C -2.37952 -7.07988 0.07462 -0.0952
C -3.44427 -6.05615 0.51159 -0.8161
H -5.78796 -10.88989 -1.55743 0.2583
H -4.70202 -9.55091 -2.06695 0.0780
H -5.13226 -10.76988 -3.15141 0.3730
H -4.00326 -12.45789 -1.44176 0.2584
H -2.96127 -11.41263 -2.42327 0.3056
H -3.07583 -9.43257 2.34230 0.3026
H -2.53788 -11.14701 2.35734 0.2801
H -0.53840 -10.56704 3.45575 0.3126
H -1.02559 -8.84828 3.72929 0.2917
H -1.96235 -10.23867 4.44396 0.3771
H -1.64899 -6.98430 0.87792 0.3330
H -1.99058 -6.87634 -0.92308 0.0283
H -3.87663 -6.45527 1.42911 0.4296
H -3.00951 -5.08088 0.73054 0.0541
H -4.26368 -5.89644 -0.18924 0.2189
C -5.25881 -2.75105 0.73525 -0.3704
C -5.38375 -3.18786 -0.68646 0.3388
O -6.35040 -2.36590 -1.25870 -0.4805
P -5.89130 -1.10439 -2.16825 0.6222
O -4.79817 -0.20341 -1.72789 -0.2215
O -5.56066 -1.88597 -3.57623 -0.3483
C -4.87102 -1.19174 -4.63916 0.5513
C -5.89087 -0.31308 -5.44932 -1.3167
O -7.36023 -0.40736 -2.44587 -0.3215
C -8.42524 -1.06327 -3.09136 -0.1902
C -9.63046 -1.10509 -2.18629 -1.3391
H -4.80698 -1.76119 0.79959 -0.0371
H -6.20091 -2.84344 1.27563 0.4641
H -4.57010 -3.43204 1.23527 -0.0502
H -4.46358 -3.14353 -1.26906 -0.2659
H -5.82781 -4.17091 -0.84306 0.3402
H -3.91939 -0.75924 -4.33023 -0.1526
H -4.54045 -2.02537 -5.25875 0.1244
H -5.40520 0.07866 -6.34305 0.4361
H -6.79404 -0.81082 -5.80235 0.3318
H -6.18628 0.56439 -4.87410 0.2266
H -8.69466 -0.43001 -3.93664 0.4057
H -8.25178 -2.02827 -3.56758 0.2811
H -9.47364 -1.14764 -1.10847 0.3264
H -10.02576 -0.08980 -2.15428 0.3702
H -10.37923 -1.81072 -2.54620 0.3145
C -0.27825 7.40364 2.19629 -0.4708
C 0.40454 8.32090 1.13971 -0.3122
O -0.37658 9.42558 0.77582 -0.2853
P -0.00796 10.91291 1.15952 0.8224
O 1.35198 11.30943 0.66401 -0.6603
O -1.25198 11.80376 0.63233 -0.3063
C -1.35530 12.19478 -0.64978 -0.3171
C -0.44474 13.41968 -0.99128 -1.0641
O -0.10584 10.89329 2.78648 -0.3019
C 0.96646 10.54955 3.61330 -0.0426
C 1.53947 11.74003 4.41217 -1.2740
H -0.31321 7.79525 3.21292 0.2615
H -1.26241 7.11696 1.82568 0.1075
H 0.36379 6.52283 2.20324 0.0658
H 1.40188 8.61384 1.46773 0.3217
H 0.49956 7.75031 0.21587 0.3419
H -1.29100 11.39880 -1.39165 0.2701
H -2.39644 12.46951 -0.81903 0.3448
H -0.48599 13.65792 -2.05413 0.3785
H -0.61664 14.27329 -0.33561 0.2753
H 0.62377 13.21936 -0.91216 0.3068
H 0.60094 9.68052 4.16036 0.3218
H 1.78812 10.11567 3.04344 0.2329
H 1.52580 12.63666 3.79252 0.3206
H 0.89600 11.95091 5.26632 0.3152
H 2.55008 11.68983 4.81745 0.3409
C 6.16555 -1.98368 4.64930 -1.4949
C 5.21527 -1.81103 3.51590 0.8058
O 5.54356 -0.58108 2.86955 -0.0089
P 6.09010 -0.41239 1.37213 0.5919
O 6.39434 0.98786 1.08187 -0.4929
O 7.38503 -1.45275 1.30447 -0.3216
C 8.61446 -1.07477 1.80947 -0.1679
C 9.59033 -0.36925 0.78483 -1.1712
O 4.95786 -1.16703 0.49879 -0.0229
C 4.96292 -1.11475 -0.90599 -1.1886
C 3.75579 -0.31209 -1.35222 1.9869
H 5.77698 -1.42475 5.50060 0.2985
H 6.34316 -3.04510 4.82236 0.3383
H 7.14792 -1.55561 4.44980 0.2973
H 5.22983 -2.57531 2.73888 0.5283
H 4.20407 -1.78902 3.92222 -0.6037
H 8.38042 -0.38240 2.61815 0.2853
H 9.10382 -1.97289 2.18631 0.3729
H 9.23848 0.62840 0.52218 0.1651
H 10.62992 -0.25602 1.09229 0.4054
H 9.57746 -0.92161 -0.15476 0.3097
H 5.91222 -0.77050 -1.31639 0.4547
H 4.85695 -2.15648 -1.20876 0.3895
H 3.75104 0.62272 -0.79169 -0.7605
H 3.73961 -0.07364 -2.41570 -0.1959
H 2.85246 -0.86382 -1.09202 -0.7002
C -4.10411 -5.61238 -3.61994 -0.6026
C -3.08244 -5.46469 -4.75296 -0.2872
O -1.78787 -5.84232 -4.32420 -0.2651
P -0.69285 -4.73243 -3.85953 -1.1101
O -1.06505 -3.73239 -2.80852 1.0234
O -0.14578 -3.94129 -5.22926 0.1477
C 0.11719 -4.54379 -6.47715 -0.6817
C 1.41336 -5.36952 -6.50397 -0.8685
O 0.63517 -5.65216 -3.54208 -0.1366
C 0.82456 -6.46838 -2.40644 0.0842
C 2.29256 -6.83585 -2.21790 -1.2396
H -4.11250 -6.66982 -3.35562 0.1627
H -3.90867 -4.98883 -2.74754 -0.1722
H -5.13653 -5.35883 -3.86060 0.5390
H -3.45120 -6.01552 -5.61824 0.4384
H -3.15811 -4.39478 -4.94707 0.1454
H -0.68051 -5.18513 -6.85191 0.4282
H 0.23264 -3.78056 -7.24673 0.4326
H 1.56232 -5.98078 -7.39407 0.3960
H 2.20395 -4.61919 -6.49580 0.2198
H 1.55816 -6.05671 -5.67036 0.1164
H 0.45298 -5.85892 -1.58267 0.0066
H 0.11136 -7.29264 -2.41259 0.3165
H 2.68488 -7.07241 -3.20695 0.2844
H 2.74074 -5.92810 -1.81390 0.2341
H 2.65311 -7.49606 -1.42908 0.3807
C 1.14502 4.02865 0.00771 -1.0103
C 1.23700 2.48598 -0.08203 2.2429
O 0.45335 1.97710 0.97762 0.2149
P -0.11461 0.43761 1.03690 -1.3297
O -0.87219 0.09169 2.26325 0.6221
O -0.95766 0.24896 -0.37796 0.8397
C -1.88379 -0.76804 -0.68702 0.1731
C -1.51398 -2.19836 -0.12495 0.0843
O 1.20779 -0.51283 0.83525 1.1585
C 1.69691 -1.42169 1.87109 0.8372
C 2.02734 -2.77994 1.20827 -1.2164
H 0.12634 4.38967 -0.13390 0.1218
H 1.40108 4.49630 0.95842 0.0984
H 1.79916 4.38119 -0.78973 -0.0174
H 0.71503 2.25278 -1.01007 -0.9034
H 2.31788 2.35480 -0.13303 -1.0922
H -2.77902 -0.37405 -0.20595 -0.0997
H -1.96857 -0.79061 -1.77349 -0.0771
H -0.59941 -2.66766 -0.48747 -0.4761
H -1.46967 -2.17196 0.96383 0.1237
H -2.23926 -2.91637 -0.50774 -0.1399
H 2.54569 -0.97711 2.39073 -0.3048
H 0.95228 -1.64615 2.63480 -0.3174
H 1.17419 -3.02785 0.57677 -0.0081
H 2.89653 -2.64411 0.56472 -0.0153
H 2.17434 -3.57993 1.93388 0.3745

71
Properties=species:S:1:pos:R:3:mulliken_charge:R:1 method="wB97M-V/def2-TZVPD" e_lumo_ha=-0.5524 gap_ev=1.50 total_charge=+4
In -12.37306 -3.61996 10.33824 0.9688
Na -16.49072 -6.92887 7.76785 0.9532
Na -9.85109 -8.57887 11.98900 0.9473
Na -14.91649 -9.03246 13.43017 0.9651
Na -10.43371 -7.45733 6.50037 0.9491
P -13.09264 -8.29916 9.68409 0.7908
O -13.52222 -8.45644 8.20717 -0.3791
O -11.77575 -7.51342 9.58182 -0.5808
O -12.87057 -9.46617 10.65555 -0.5556
O -14.13448 -7.30529 10.29041 -0.5972
C -7.76953 1.14448 12.58191 -1.1776
C -8.57288 0.09761 11.61157 0.0598
C -7.65304 -1.02285 11.03370 -0.8553
O -8.30856 -2.24531 10.63925 -0.2133
C -7.48599 -3.32460 10.26289 -0.6905
N -9.76208 -0.46842 12.31374 -0.5825
H -8.48246 1.96891 12.59368 0.3781
H -6.80524 1.46314 12.18605 0.3738
H -7.61520 0.72637 13.57663 0.3468
H -9.01468 0.60326 10.75295 0.3166
H -7.23127 -1.42258 11.95589 0.3563
H -6.83834 -0.59003 10.45316 0.3946
H -6.76583 -3.49214 11.06376 0.3240
H -6.82125 -3.08539 9.43284 0.3275
H -7.99358 -4.26918 10.06737 0.1308
H -9.35015 -1.00179 13.06602 0.2638
H -10.13982 0.29906 12.85076 0.2784
C -17.47576 -2.42238 12.78647 -1.3890
C -16.80280 -1.05208 12.69805 0.4870
C -17.51528 -0.03743 13.55451 -0.8014
O -16.95437 1.24457 13.22864 -0.3900
C -17.50927 2.25701 14.02549 -0.8097
N -15.43104 -0.97611 13.11557 -0.4663
H -17.31385 -2.84287 13.77899 0.3626
H -16.87484 -3.06005 12.13813 0.2754
H -18.52169 -2.57718 12.52158 0.4137
H -16.95245 -0.68209 11.68374 0.2359
H -17.24115 -0.23411 14.59098 0.3852
H -18.57522 -0.10807 13.31029 0.4773
H -17.73796 3.14131 13.43068 0.2750
H -16.79237 2.53642 14.79757 0.3147
H -18.42415 2.08461 14.59240 0.3690
H -15.15678 -1.70684 13.75661 0.2520
H -15.38281 -0.02441 13.45030 0.3313
C -15.56746 -14.18445 10.43827 -0.9422
C -14.39888 -14.29195 11.38950 -0.2098
O -14.41254 -13.09919 12.13250 -0.4736
H -15.44954 -15.01447 9.74166 0.3267
H -15.67658 -13.28777 9.82822 0.2728
H -16.50339 -14.37642 10.96295 0.3174
H -13.47278 -14.42735 10.83082 0.1993
H -14.56330 -15.08926 12.11431 0.2702
H -14.06536 -12.39863 11.57547 0.2630
C -10.98261 -14.86879 6.94775 -0.9961
C -11.61543 -13.38660 7.08193 -0.1656
O -10.60993 -12.55369 7.69746 -0.4776
H -10.98990 -15.40928 7.89428 0.2906
H -9.97494 -14.73896 6.55296 0.3158
H -11.59505 -15.38852 6.21094 0.3362
H -12.62955 -13.33393 7.47799 0.3776
H -11.51759 -12.99811 6.06822 0.1764
H -10.99438 -12.16397 8.48607 0.2814
C -13.19993 -8.08506 3.14022 -0.9326
C -13.49635 -9.57159 3.52043 -0.1345
O -14.42444 -9.86224 4.52329 -0.4671
H -13.02016 -7.40235 3.97070 0.1805
H -13.86745 -7.71434 2.36235 0.2822
H -12.23580 -7.97673 2.64339 0.3644
H -12.56075 -9.93680 3.94391 0.1367
H -13.75137 -10.03927 2.56945 0.3287
H -14.06361 -9.52673 5.34720 0.2634